[1]
Here is an isolated ion of composition C4H10NO5S2 and charge -1 at a distorted geometry from OMol25. Energies are from ωB97M-V/def2-TZVPD.

Computed properties:
Kohn-Sham gap ... 7.21 eV
Energy above the lowest of the compared OMol25 structures with the same formula, charge and spin ... 203.11 kJ/mol
HOMO ... -3.7 eV
Charge ... -1
Maximum force ... 4.6 eV Å⁻¹
E_LUMO ... 3.5026 eV

CARTESIAN COORDINATES (ANGSTROEM)
C -1.026 -0.466 -1.561
C -0.095 0.903 2.653
C -0.169 -1.102 -0.642
C -0.538 0.665 1.169
N -0.241 -0.668 0.740
O 2.216 -0.899 0.346
O 1.509 1.200 -0.862
O 2.043 -2.459 -1.802
O -0.616 2.443 -0.833
O -1.831 0.996 0.832
S 1.674 -0.786 -1.019
S 0.635 2.136 -0.048
H -0.620 0.473 -1.753
H -2.062 -0.390 -1.219
H -1.224 -1.031 -2.523
H 1.047 1.150 2.653
H -0.533 0.018 3.193
H -0.598 1.888 2.823
H -0.351 -2.220 -0.639
H 0.562 -0.999 1.255
H 1.844 -2.328 -2.761
H -1.628 1.477 -0.003



[2]
Here is one molecule with the formula C4H10NOP at a distorted geometry from OMol25. Energies are from ωB97M-V/def2-TZVPD.

Computed properties:
Kohn-Sham gap ... 10.12 eV
Structure (SMILES) ... CC(C)(C)NP=O
Energy above the lowest of the compared OMol25 structures with the same formula, charge and spin ... 33.67 kJ/mol
HOMO ... -9.8 eV
Charge ... 0
Maximum force ... 4.8 eV Å⁻¹
E_LUMO ... 0.3494 eV

CARTESIAN COORDINATES (ANGSTROEM)
C 0.780 0.520 1.251
C 0.252 -1.533 0.052
C 0.874 0.548 -1.231
C 0.109 -0.089 -0.060
N -1.289 0.265 -0.152
O -3.718 0.631 -0.101
P -2.782 -0.458 0.201
H 0.528 1.653 1.195
H 0.339 0.229 2.134
H 1.895 0.491 1.209
H -0.410 -2.131 -0.632
H 0.294 -1.725 1.089
H 1.286 -1.828 -0.230
H 0.259 0.617 -2.096
H 1.305 1.572 -0.915
H 1.718 -0.001 -1.496
H -1.441 1.240 -0.219



[3]
Here is a 2-piece molecular cluster, C4H10NOP overall at a distorted geometry from OMol25. Energies are from ωB97M-V/def2-TZVPD.

Computed properties:
Kohn-Sham gap (spin up / spin down) ... 6.80 / 7.05 eV
Energy above the lowest of the compared OMol25 structures with the same formula, charge and spin ... 169.67 kJ/mol
HOMO (spin up / spin down) ... -5.8 / -8.4 eV
Charge ... 0
Maximum force ... 4.5 eV Å⁻¹
2S+1 ... 3
E_LUMO (spin up / spin down) ... 1.0418 / -1.3383 eV

CARTESIAN COORDINATES (ANGSTROEM)
C 2.569 -0.807 0.821
C -1.513 0.059 0.619
C -2.955 0.353 0.805
C 0.927 -0.511 -1.662
N -0.832 0.964 0.115
O 2.060 1.484 -0.401
P 1.431 0.108 -0.005
H 3.369 -0.456 1.498
H 2.346 -1.874 1.038
H -1.101 -0.870 0.984
H -3.177 1.339 1.286
H -3.315 0.601 -0.247
H -3.559 -0.604 1.184
H 0.085 -1.171 -1.588
H 0.621 0.350 -2.058
H 1.799 -0.980 -2.118
H 1.244 2.015 -0.271



[4]
Here is a 2-piece molecular cluster, C4H10NOS overall from OMol25. Energies are from ωB97M-V/def2-TZVPD.

Computed properties:
Kohn-Sham gap ... 6.85 eV
Energy above the lowest of the compared OMol25 structures with the same formula, charge and spin ... 152.63 kJ/mol
HOMO ... -2.8 eV
Charge ... -1
Maximum force ... 0.8 eV Å⁻¹
E_LUMO ... 4.0361 eV

CARTESIAN COORDINATES (ANGSTROEM)
C -1.970 -0.611 2.316
C -0.489 -0.417 2.000
S -0.252 1.021 0.898
H -2.505 -0.787 1.380
H -2.366 0.324 2.711
H -2.150 -1.440 3.014
H -0.052 -1.319 1.563
H 0.052 -0.183 2.920
O 2.401 -1.220 -1.484
C 1.942 -0.133 -1.188
C 1.308 0.770 -2.229
N -0.151 0.717 -2.360
H 1.977 0.253 -0.166
H 1.516 1.810 -1.957
H 1.784 0.540 -3.183
H -0.616 0.834 -1.451
H -0.428 -0.159 -2.783



[5]
Here is a 2-piece molecular cluster, C4H10NOS overall at a distorted geometry from OMol25. Energies are from ωB97M-V/def2-TZVPD.

Computed properties:
Kohn-Sham gap ... 7.09 eV
Energy above the lowest of the compared OMol25 structures with the same formula, charge and spin ... 72.90 kJ/mol
HOMO ... -3.1 eV
Charge ... -1
Maximum force ... 1.8 eV Å⁻¹
E_LUMO ... 4.0392 eV

CARTESIAN COORDINATES (ANGSTROEM)
C -0.016 1.570 -1.111
C -1.500 1.533 -0.784
C -1.864 0.652 0.431
S -0.996 -0.932 0.248
H 0.574 1.986 -0.248
H 0.183 2.196 -1.995
H 0.369 0.527 -1.235
H -1.877 2.581 -0.644
H -1.999 1.096 -1.668
H -2.946 0.431 0.493
H -1.616 1.196 1.348
C 1.985 -2.425 1.419
N 1.925 -1.745 0.256
O 3.016 -2.882 1.940
H 0.984 -2.447 1.927
H 2.806 -1.864 -0.284
H 0.974 -1.472 -0.092



[6]
Here is an isolated ion of composition C4H10NOS and charge +1 from OMol25. Energies are from ωB97M-V/def2-TZVPD.

Computed properties:
Kohn-Sham gap ... 10.62 eV
Energy above the lowest of the compared OMol25 structures with the same formula, charge and spin ... 255.15 kJ/mol
HOMO ... -14.4 eV
Charge ... +1
Maximum force ... 0.5 eV Å⁻¹
E_LUMO ... -3.8052 eV

CARTESIAN COORDINATES (ANGSTROEM)
N -1.424 -1.362 2.979
C -1.750 -0.627 2.015
C -1.106 -0.667 0.634
S 0.281 0.487 0.635
C 1.306 0.000 -0.775
C 1.044 0.916 -1.984
O 0.657 2.186 -1.507
H -0.686 -2.034 2.752
H -2.545 0.105 2.166
H -0.770 -1.676 0.385
H -1.791 -0.306 -0.138
H 0.992 -0.130 1.595
H 2.333 0.084 -0.412
H 1.114 -1.045 -1.022
H 0.292 0.470 -2.641
H 1.986 0.978 -2.540
H 0.068 2.622 -2.140



[7]
Here is an isolated ion of composition C4H10NOS and charge +1 at a distorted geometry from OMol25. Energies are from ωB97M-V/def2-TZVPD.

Computed properties:
Kohn-Sham gap ... 10.66 eV
Structure (SMILES) ... CC(=O)SCC[NH3+]
Energy above the lowest of the compared OMol25 structures with the same formula, charge and spin ... 163.32 kJ/mol
HOMO ... -14.2 eV
Charge ... +1
Maximum force ... 3.7 eV Å⁻¹
E_LUMO ... -3.5549 eV

CARTESIAN COORDINATES (ANGSTROEM)
C 0.379 1.426 1.489
C -0.877 0.542 1.275
C -0.029 -1.155 -0.913
C -0.520 -1.945 -2.020
N 1.249 1.229 0.341
O 0.963 -1.339 -0.199
S -1.121 0.146 -0.528
H 0.031 2.473 1.576
H 0.709 1.124 2.527
H -0.893 -0.502 1.622
H -1.848 1.066 1.480
H 0.242 -2.702 -2.098
H -0.829 -1.244 -2.904
H -1.605 -2.355 -1.907
H 0.699 1.613 -0.428
H 2.202 1.417 0.483
H 1.247 0.207 0.206



[8]
Here is C4H10NOS as an isolated structure at a distorted geometry from OMol25. Energies are from ωB97M-V/def2-TZVPD.

Computed properties:
Kohn-Sham gap ... 8.91 eV
Energy above the lowest of the compared OMol25 structures with the same formula, charge and spin ... 718.15 kJ/mol
HOMO ... -14.9 eV
Charge ... +1
Maximum force ... 5.4 eV Å⁻¹
E_LUMO ... -6.0023 eV

CARTESIAN COORDINATES (ANGSTROEM)
C 0.675 1.512 0.301
C 2.474 -0.212 -0.372
C -3.599 1.129 -0.810
C 1.001 0.166 -0.255
N -1.546 -0.736 0.691
O -2.049 0.366 -0.077
S -0.008 -1.030 0.627
H -0.385 1.885 0.080
H 0.753 1.438 1.405
H 1.491 2.205 -0.104
H 3.054 0.558 -0.886
H 2.644 -1.145 -0.895
H 2.883 -0.216 0.634
H -3.820 1.966 -0.190
H -3.782 0.007 -0.807
H -3.196 1.534 -1.708
H 0.515 0.081 -1.327



[9]
Here is a 2-piece molecular cluster, C4H10NP overall at a distorted geometry from OMol25. Energies are from ωB97M-V/def2-TZVPD.

Computed properties:
Kohn-Sham gap (spin up / spin down) ... 8.22 / 7.47 eV
Energy above the lowest of the compared OMol25 structures with the same formula, charge and spin ... 388.97 kJ/mol
HOMO (spin up / spin down) ... -8.7 / -7.4 eV
Charge ... 0
Maximum force ... 5.0 eV Å⁻¹
E_LUMO (spin up / spin down) ... -0.5250 / 0.0743 eV

CARTESIAN COORDINATES (ANGSTROEM)
C 1.418 -2.162 0.509
C -1.562 0.365 0.728
C 1.881 1.454 -0.645
C -1.653 -0.442 -0.588
N 0.289 -1.910 0.022
P -0.116 -1.087 -1.383
H 2.463 -1.857 0.162
H 1.511 -2.949 1.258
H -1.579 1.377 0.324
H -2.511 0.085 1.184
H -0.661 0.222 1.168
H 1.315 2.189 -0.144
H 1.826 1.132 -1.643
H 2.595 0.864 -0.205
H -2.188 -0.062 -1.376
H -2.277 -1.307 -0.371



[10]
Here is C4H10NP as an isolated structure at a distorted geometry from OMol25. Energies are from ωB97M-V/def2-TZVPD.

Computed properties:
Kohn-Sham gap (spin up / spin down) ... 5.30 / 7.73 eV
Energy above the lowest of the compared OMol25 structures with the same formula, charge and spin ... 295.81 kJ/mol
HOMO (spin up / spin down) ... -4.5 / -8.9 eV
Charge ... 0
Maximum force ... 4.5 eV Å⁻¹
2S+1 ... 3
E_LUMO (spin up / spin down) ... 0.7722 / -1.1973 eV

CARTESIAN COORDINATES (ANGSTROEM)
C 0.460 -0.166 -2.158
C -0.802 0.116 -1.246
C 0.176 1.511 1.271
C -0.197 -1.389 1.365
N 1.539 -0.333 -0.584
P 0.246 -0.030 0.216
H 0.474 -1.148 -2.426
H 0.811 0.501 -2.920
H -1.120 1.131 -1.306
H -1.645 -0.553 -1.455
H 0.768 2.371 0.697
H -0.747 1.684 1.807
H 0.859 1.321 2.135
H -0.557 -1.104 2.337
H -0.966 -1.917 0.775
H 0.699 -1.993 1.494



[11]
Here is one molecule with the formula C4H10NPS at a distorted geometry from OMol25. Energies are from ωB97M-V/def2-TZVPD.

Computed properties:
Kohn-Sham gap ... 9.02 eV
Structure (SMILES) ... CC(C)=NP(C)S
Energy above the lowest of the compared OMol25 structures with the same formula, charge and spin ... 57.69 kJ/mol
HOMO ... -8.3 eV
Charge ... 0
Maximum force ... 2.9 eV Å⁻¹
E_LUMO ... 0.7425 eV

CARTESIAN COORDINATES (ANGSTROEM)
C 0.153 -0.484 -0.769
C -1.100 -0.929 -1.501
C 1.303 -1.510 -0.897
C -0.670 1.509 2.265
N 0.241 0.585 -0.038
P -1.094 1.542 0.435
S -0.096 3.351 -0.454
H -0.977 -0.590 -2.550
H -1.978 -0.382 -1.207
H -1.217 -2.075 -1.420
H 2.250 -1.217 -0.353
H 1.655 -1.625 -2.011
H 0.834 -2.438 -0.539
H -1.476 1.869 2.917
H -0.799 0.416 2.457
H 0.344 2.018 2.584
H 0.763 2.319 -0.449



[12]
Here is an isolated ion of composition C4H10NS and charge -2 at a distorted geometry from OMol25. Energies are from ωB97M-V/def2-TZVPD.

Computed properties:
Kohn-Sham gap (spin up / spin down) ... 1.99 / 5.99 eV
Energy above the lowest of the compared OMol25 structures with the same formula, charge and spin ... 95.17 kJ/mol
HOMO (spin up / spin down) ... 3.8 / -0.3 eV
Charge ... -2
Maximum force ... 3.1 eV Å⁻¹
2S+1 ... 2
E_LUMO (spin up / spin down) ... 5.8189 / 5.7346 eV

CARTESIAN COORDINATES (ANGSTROEM)
C 1.644 -0.411 1.242
N 0.897 -1.133 0.194
C -0.039 -0.281 -0.755
C -1.008 0.701 -0.104
S -2.451 1.210 -1.277
C 3.005 -1.189 1.612
H 1.854 0.628 1.017
H 0.906 -0.234 2.191
H 0.250 -1.833 0.626
H -0.522 -1.014 -1.427
H 0.701 0.292 -1.332
H -0.552 1.653 0.361
H -1.462 0.231 0.685
H 2.900 -2.269 1.690
H 3.721 -0.960 0.758
H 3.534 -0.841 2.529



| no. | E_tot (eV) |
| --- | --- |
| 1 | -37706.799 |
| 2 | -17136.619 |
| 3 | -17131.488 |
| 4 | -18683.514 |
| 5 | -18684.340 |
| 6 | -18674.462 |
| 7 | -18675.413 |
| 8 | -18669.663 |
| 9 | -15084.266 |
| 10 | -15082.649 |
| 11 | -25923.337 |
| 12 | -16631.243 |